C47H98Br2N11O | ωB97M-V with the def2-TZVPD basis set

**Charge**: +5
**Molecular weight**: 993.185 u
**Calculated total energy**: -208805.2843 eV
**Relative energy (zero: lowest compared OMol25 entry of this formula, charge and spin)**: 0.0 kcal per mole
**HOMO level**: -15.08 eV
**Gap between HOMO and LUMO**: 0.1978 hartree

Each line ends with the Löwdin charge.
CARTESIAN COORDINATES (ANGSTROEM)
C: 1.6811 -6.4823 4.8419  -0.046
C: 3.0728 -6.5317 4.1972  -0.150
N: 3.2718 -5.6387 3.0420  -0.040
C: 2.7259 -5.8024 1.7868  0.013
C: 3.1613 -4.7698 1.0350  -0.005
N: 3.9906 -3.9730 1.7906  -0.065
C: 4.0033 -4.5312 3.0260  -0.016
C: 4.5871 -2.7053 1.4183  0.007
H: 1.5907 -7.2594 5.5993  0.099
H: 0.9290 -6.7946 4.1157  0.080
H: 1.5624 -5.4752 5.2377  0.053
H: 3.2464 -7.5114 3.7481  0.139
H: 3.8224 -6.4620 4.9830  0.134
H: 2.0020 -6.5637 1.5518  0.149
H: 2.8287 -4.5993 0.0158  0.073
H: 4.3035 -4.0384 3.9365  0.165
H: 5.6705 -2.8286 1.3942  0.110
H: 4.3615 -1.9488 2.1700  0.087
H: 4.2912 -2.3697 0.4273  0.098
C: -0.1581 4.0314 -5.1792  -0.062
C: 0.9511 4.7663 -5.9566  -0.143
N: 1.4153 6.0224 -5.3584  -0.035
C: 1.3142 7.2956 -5.9082  0.030
C: 1.9740 8.1483 -5.0930  0.034
N: 2.1857 7.4616 -3.9059  -0.080
C: 1.9045 6.1851 -4.1255  -0.039
C: 2.7651 8.0410 -2.6985  0.035
H: 0.1235 4.1186 -4.1266  0.053
H: -0.1214 2.9694 -5.4141  0.078
H: -1.1414 4.4765 -5.3124  0.081
H: 0.7766 4.9171 -7.0216  0.136
H: 1.8470 4.1444 -6.0407  0.135
H: 0.7910 7.4736 -6.8329  0.150
H: 2.2832 9.1763 -5.1806  0.153
H: 2.0648 5.3706 -3.4394  0.158
H: 3.4699 7.3339 -2.2660  0.091
H: 1.9691 8.0266 -1.9473  0.107
H: 3.0612 9.0752 -2.8235  0.116
C: 0.5237 -1.2030 1.8586  -0.045
C: -0.5252 -0.1802 1.4711  -0.165
N: -0.8600 -0.0829 0.0363  -0.057
C: -0.6559 -1.0703 -0.8939  -0.051
C: -1.1284 -0.5299 -2.0491  -0.057
N: -1.5039 0.7691 -1.8800  -0.056
C: -1.3137 1.0290 -0.5548  -0.042
C: -2.0702 1.6702 -2.8821  0.022
H: 1.4810 -0.7163 1.6566  0.066
H: 0.4614 -2.1469 1.3221  0.069
H: 0.4481 -1.3777 2.9312  0.083
H: -0.2906 0.8334 1.7984  0.122
H: -1.4833 -0.3914 1.9559  0.118
H: -0.1830 -2.0083 -0.6457  0.042
H: -1.1190 -1.0758 -2.9873  0.052
H: -1.5347 1.9732 -0.0864  0.159
H: -2.8686 2.2230 -2.3897  0.102
H: -2.5108 1.1173 -3.7127  0.080
H: -1.3878 2.3729 -3.3691  0.066
C: -2.8329 -0.9685 -8.1946  -0.074
C: -1.9584 0.0522 -7.4845  -0.170
N: -2.8201 1.1951 -7.2055  -0.044
C: -2.6697 2.4763 -7.6894  -0.013
C: -3.7396 3.1936 -7.3017  -0.012
N: -4.4893 2.3935 -6.4670  -0.077
C: -3.8837 1.1983 -6.4085  -0.037
C: -5.7585 2.7310 -5.8271  0.027
H: -3.7971 -1.2094 -7.7473  0.066
H: -2.2666 -1.8841 -8.3564  0.095
H: -3.1747 -0.6577 -9.1871  0.092
H: -1.0503 0.2448 -8.0537  0.132
H: -1.5693 -0.2707 -6.5157  0.091
H: -1.7973 2.6561 -8.2943  0.139
H: -3.9527 4.2430 -7.4152  0.139
H: -4.2179 0.3406 -5.8340  0.118
H: -6.5193 2.0075 -6.1053  0.112
H: -6.0784 3.7552 -5.9954  0.107
H: -5.6180 2.6933 -4.7450  0.093
C: -1.3054 -5.1116 0.6734  -0.106
C: -2.8104 -4.9016 0.6650  -0.246
C: -3.2659 -3.5024 0.2942  -0.194
C: -4.7522 -3.2968 0.5414  -0.091
N: -5.3128 -1.9408 0.1131  -0.247
C: -6.7879 -1.7184 0.4555  -0.077
C: -7.5502 -2.3424 -0.7111  -0.127
C: -6.6742 -2.0570 -1.9300  -0.130
C: -5.2394 -1.9154 -1.4164  -0.121
C: -4.5185 -0.8192 0.6604  -0.018
H: -0.8277 -4.6525 1.5570  0.055
H: -0.7273 -4.5411 -0.0621  0.044
H: -1.0334 -6.1620 0.7380  0.081
H: -3.1424 -5.2437 1.6522  0.117
H: -3.3179 -5.6227 0.0193  0.128
H: -2.8878 -3.3260 -0.7176  0.121
H: -2.7452 -2.7380 0.8866  0.095
H: -4.9269 -3.3574 1.6189  0.140
H: -5.4173 -4.0392 0.1014  0.149
H: -6.9722 -0.6454 0.4363  0.134
H: -6.9750 -2.1559 1.4332  0.141
H: -8.5471 -1.9455 -0.8794  0.134
H: -7.5633 -3.3994 -0.4450  0.119
H: -6.8916 -1.1770 -2.5289  0.119
H: -6.7718 -2.9405 -2.5597  0.128
H: -4.9204 -0.9065 -1.6748  0.108
H: -4.5659 -2.6138 -1.8957  0.063
H: -4.9272 0.1670 0.4575  0.110
H: -3.5100 -0.8095 0.2457  0.071
H: -4.4132 -0.9806 1.7345  0.115
C: 2.0289 1.0707 -2.8241  -0.088
C: 2.6690 0.2899 -1.6631  -0.238
C: 2.9650 1.2024 -0.4606  -0.203
C: 3.7111 2.4970 -0.7882  -0.108
N: 4.4298 3.1386 0.3766  -0.260
C: 3.7160 3.1015 1.7503  -0.081
C: 4.1217 4.3647 2.5216  -0.127
C: 4.8548 5.2593 1.5179  -0.134
C: 4.5915 4.6134 0.1634  -0.117
C: 5.7810 2.5242 0.6055  0.048
H: 1.7456 0.3977 -3.6303  0.088
H: 2.7832 1.7635 -3.2081  0.066
H: 1.1935 1.6512 -2.4215  0.056
H: 3.6117 -0.1833 -1.9433  0.120
H: 2.0076 -0.5298 -1.3644  0.052
H: 3.4458 0.6013 0.3234  0.099
H: 2.0474 1.4051 0.1099  0.093
H: 2.9692 3.2287 -1.1058  0.121
H: 4.4358 2.3336 -1.5846  0.146
H: 3.8538 2.1582 2.2674  0.130
H: 2.6995 3.1759 1.3555  0.124
H: 4.7896 4.0423 3.3213  0.122
H: 3.2613 4.8030 3.0214  0.125
H: 5.9064 5.3752 1.7736  0.127
H: 4.4635 6.2732 1.5897  0.128
H: 5.4501 4.8139 -0.4782  0.147
H: 3.7185 5.0979 -0.2704  0.126
H: 6.3744 2.4864 -0.3018  0.125
H: 5.5926 1.5380 1.0295  0.105
H: 6.2409 3.0375 1.4481  0.118
C: 1.1728 -0.2005 8.3186  0.001
N: 0.9441 -1.4371 9.1184  -0.360
C: 1.2042 -1.1004 10.5715  0.028
C: -0.4725 -1.9101 8.9580  0.030
C: 1.9928 -2.4814 8.7345  -0.081
C: 1.7133 -3.2484 7.4426  -0.237
O: 0.9029 -4.3777 7.7250  -0.042
H: 2.2005 0.1444 8.3878  0.114
H: 0.5070 0.5512 8.7410  0.118
H: 0.9009 -0.3646 7.2778  0.100
H: 2.1520 -0.5666 10.5725  0.117
H: 1.2204 -2.0150 11.1585  0.120
H: 0.4655 -0.4528 11.0425  0.123
H: -0.6666 -2.1517 7.9174  0.098
H: -1.0838 -1.0772 9.2998  0.117
H: -0.6914 -2.7783 9.5747  0.128
H: 2.0272 -3.1181 9.6168  0.142
H: 2.9764 -2.0127 8.7022  0.142
H: 2.6840 -3.6483 7.1324  0.124
H: 1.3421 -2.6180 6.6300  0.117
H: 0.1695 -4.3114 7.1057  0.090
Br: 1.4620 -3.4820 -2.5035  -0.491
Br: -3.1451 -2.3231 -4.5563  -0.400